1.
{
  "formula": "C5H7NO2",
  "method": "ωB97M-V/def2-TZVPD",
  "elements": ["C", "C", "C", "C", "C", "O", "N", "O", "H", "H", "H", "H", "H", "H", "H"],
  "coordinates": [[-0.601987, -1.622349, 0.312594], [-0.001761, 1.005771, 0.469386], [-0.316359, -0.418504, -0.612821], [1.279641, -0.345710, -0.941299], [-0.809008, 2.051720, 0.723619], [1.182922, 0.720309, 1.148888], [1.416396, 0.909525, -0.260077], [-1.138916, -0.155951, -1.520842], [0.006001, -1.585485, 1.214383], [-0.387605, -2.540837, -0.234289], [-1.658807, -1.586325, 0.580063], [1.851227, -1.158306, -0.495039], [1.460846, -0.202938, -2.004150], [-0.536883, 2.820601, 1.434975], [-1.745708, 2.108479, 0.184610]],
  "forces_ev_per_a": [[-0.555, 0.625, 0.419], [2.536, -0.536, -0.392], [1.929, -1.553, -0.774], [-2.139, -0.707, 0.196], [-0.807, 0.375, -0.181], [-0.689, -0.011, 0.127], [-0.427, 1.229, 0.227], [-0.153, 0.572, 0.341], [0.061, 0.016, -0.062], [0.002, 0.131, -0.111], [0.029, -0.149, 0.031], [0.181, 0.135, -0.098], [0.081, -0.010, 0.085], [-0.166, -0.291, 0.301], [0.117, 0.174, -0.109]],
  "lowdin_charge": [0.0002, -0.3443, -0.5319, -0.0918, 0.1741, 0.0016, 0.0759, 0.0508, 0.0810, 0.0910, 0.0884, 0.1169, 0.1213, 0.0859, 0.0810],
  "total_charge": 0,
  "orbital_gap_ha": [0.2501, 0.2778],
  "multiplicity": 1,
  "homo_ev": [-8.859, -9.158]
}

***

2.
{
  "formula": "C5H7NO2S",
  "method": "ωB97M-V/def2-TZVPD",
  "elements": ["C", "C", "C", "C", "C", "N", "O", "O", "S", "H", "H", "H", "H", "H", "H", "H"],
  "coordinates": [[-1.919230, 0.667344, 0.325402], [-1.755242, -0.789727, 0.659110], [-0.883502, 1.454585, 0.326281], [-0.366232, -1.351519, 0.901246], [0.752204, -0.552293, 0.183148], [0.892589, -0.837161, -1.149961], [-2.742143, -1.543879, 0.682388], [-0.866921, 2.701621, -0.083993], [2.140954, 0.267649, 0.909318], [-3.024119, 0.911734, 0.180176], [-0.143371, -1.287344, 1.934039], [-0.298232, -2.367597, 0.457234], [-0.004175, -1.316496, -1.443993], [0.039314, 2.935051, -0.292676], [1.146469, -0.170153, -1.717979], [2.875894, -0.036373, -0.120719]],
  "forces_ev_per_a": [[-3.249, -2.248, 0.796], [-2.778, 0.609, -0.769], [2.691, -2.206, -0.481], [2.059, 0.742, -1.792], [-1.630, 1.832, -0.002], [-4.086, -5.457, 3.919], [2.028, 0.850, 0.134], [-0.116, 1.197, -0.291], [-0.988, -0.229, 0.768], [1.521, -0.066, 0.065], [0.029, -0.488, 1.159], [-0.249, 0.352, 0.767], [1.650, 0.784, -0.154], [0.221, 0.294, 0.227], [1.890, 4.346, -3.641], [1.008, -0.313, -0.706]],
  "lowdin_charge": [-0.0928, -0.4169, -0.2248, -0.1061, -0.6295, 0.0873, 0.0202, 0.0339, 0.8296, 0.1339, 0.1056, 0.1398, 0.1509, 0.0933, 0.0278, -0.1521],
  "total_charge": 0,
  "orbital_gap_ha": [0.2663, 0.2651],
  "multiplicity": 1,
  "homo_ev": [-7.548, -7.526]
}

***

3.
{
  "formula": "C5H7NO3",
  "method": "ωB97M-V/def2-TZVPD",
  "elements": ["C", "C", "C", "C", "C", "H", "H", "H", "H", "H", "H", "H", "N", "O", "O", "O"],
  "coordinates": [[1.591685, 1.011040, -0.203411], [-1.096593, 0.921369, -0.138539], [-2.131265, -0.134849, 0.135253], [-1.437149, -1.377328, 0.320796], [0.022231, -1.096292, -0.226646], [2.315909, -0.805341, 0.259831], [1.962267, 1.322739, -1.429137], [1.407844, 2.152575, 0.231676], [-2.466844, -0.015261, 1.164315], [-2.922141, -0.297463, -0.716539], [-1.742348, -2.098603, -0.339601], [-1.185292, -2.042045, 1.272896], [0.240092, 0.222449, -0.181702], [2.588256, 0.293167, 0.588151], [-1.141110, 2.147558, -0.019580], [0.959918, -1.905397, -0.380600]],
  "forces_ev_per_a": [[0.596, 1.934, -1.162], [3.066, 2.723, 1.885], [-2.384, 0.689, -0.276], [5.475, -3.440, -0.138], [2.113, -1.657, 1.637], [1.214, 4.111, 1.223], [-1.153, -1.620, 3.512], [0.157, -3.404, -0.725], [-1.277, 1.400, -0.405], [1.181, 1.011, 2.008], [-1.201, -2.048, -1.544], [-1.049, 2.253, -1.252], [-1.435, 3.600, -0.825], [-3.360, -3.174, -3.068], [-0.467, -3.157, -0.980], [-1.477, 0.780, 0.111]],
  "lowdin_charge": [-0.1812, -0.3019, -0.1150, -0.1191, -0.4105, 0.1938, 0.1808, 0.1580, 0.1389, 0.1810, 0.0802, 0.1891, 0.0543, -0.1559, 0.0834, 0.0240],
  "total_charge": 0,
  "orbital_gap_ha": 0.3940,
  "smiles": "O=C1CCC(=O)N1CO",
  "multiplicity": 1,
  "homo_ev": -10.211
}

***

4.
{
  "formula": "C5H7NO3",
  "method": "ωB97M-V/def2-TZVPD",
  "elements": ["C", "C", "C", "C", "C", "H", "H", "H", "H", "H", "H", "H", "N", "O", "O", "O"],
  "coordinates": [[2.502414, -0.203178, -0.384687], [1.251484, 0.313302, -0.892857], [0.127841, 0.627639, 0.207131], [-0.598717, -0.694227, 0.474034], [-2.819046, 0.343464, 0.210785], [3.307550, -0.681266, -1.209262], [3.102110, 0.562620, 0.206913], [2.410066, -1.110447, 0.145878], [-0.747842, 1.490732, -0.258297], [0.804185, 1.155663, 1.141269], [-2.182268, -1.540710, 0.758965], [-3.916373, -0.020879, 0.546229], [-1.949548, -0.639163, 0.467191], [1.177832, 0.581128, -2.027443], [0.015076, -1.677955, 0.707013], [-2.484765, 1.493277, -0.092861]],
  "forces_ev_per_a": [[5.203, -1.391, -0.842], [-0.562, 0.539, 2.751], [0.299, 3.491, -0.940], [2.656, 4.436, -0.068], [-1.842, 2.379, 1.110], [-2.360, 1.990, 1.439], [-0.954, -0.964, -0.541], [-0.574, -0.633, 1.516], [3.290, -2.736, 1.531], [-2.368, -1.901, -2.283], [-1.872, -1.562, 0.397], [1.991, 1.079, -1.206], [0.477, -1.108, -0.161], [-1.490, 0.931, -3.309], [0.231, -2.455, 0.431], [-2.124, -2.095, 0.175]],
  "lowdin_charge": [-0.0628, -0.5251, -0.0106, -0.4999, -0.2691, 0.1535, 0.1085, 0.0430, 0.1772, 0.1882, 0.1355, 0.1793, 0.1326, 0.1197, 0.1292, 0.0007],
  "total_charge": 0,
  "orbital_gap_ha": 0.3578,
  "smiles": "CC(=O)CC(=O)NC=O",
  "multiplicity": 1,
  "homo_ev": -9.538
}

***

5.
{
  "formula": "C5H7NO3",
  "method": "ωB97M-V/def2-TZVPD",
  "elements": ["C", "N", "C", "C", "C", "C", "O", "O", "O", "H", "H", "H", "H", "H", "H", "H"],
  "coordinates": [[-1.825823, 1.083534, 0.238201], [1.778870, -0.224364, 0.076998], [0.540740, 0.508426, 0.767030], [1.503136, 0.923596, -1.268420], [-0.800850, -0.001045, 0.394889], [-1.058927, -1.303508, 0.335300], [1.856981, -1.545867, -0.374985], [0.809815, 1.271604, 1.645674], [1.423001, 0.331840, -2.278353], [1.734475, -1.472228, -1.345988], [2.624145, 0.039866, 0.584853], [-1.567040, 1.726340, -0.604241], [-1.848084, 1.707753, 1.132764], [-2.812965, 0.659097, 0.072219], [-2.053146, -1.654997, 0.099183], [-0.304328, -2.050048, 0.524876]],
  "forces_ev_per_a": [[-0.004, 0.013, -0.091], [-0.578, -0.184, 0.998], [1.290, -2.282, 1.518], [-0.187, 1.933, -2.327], [-0.238, 0.417, -0.239], [0.280, 0.109, -0.021], [-0.470, 0.491, 0.697], [-0.071, -0.253, -1.272], [0.241, -0.465, 0.738], [-0.017, 0.337, -0.001], [-0.163, -0.174, 0.008], [-0.026, 0.038, -0.002], [-0.010, -0.014, -0.020], [-0.020, -0.009, -0.005], [-0.117, 0.059, 0.117], [0.088, -0.017, -0.098]],
  "lowdin_charge": [-0.0370, -0.0917, -0.3691, -0.1095, -0.2916, 0.1056, -0.0240, 0.1554, 0.0052, 0.0943, 0.1555, 0.0888, 0.0897, 0.0822, 0.0783, 0.0680],
  "total_charge": 0,
  "orbital_gap_ha": 0.3231,
  "multiplicity": 1,
  "homo_ev": -8.894
}

***

6.
{
  "formula": "C5H7NO3",
  "method": "ωB97M-V/def2-TZVPD",
  "elements": ["C", "C", "C", "C", "O", "O", "C", "O", "N", "H", "H", "H", "H", "H", "H", "H"],
  "coordinates": [[-0.093186, -0.483566, -0.075180], [-1.088475, 0.408672, -0.870139], [-0.738733, -0.959903, 1.229267], [1.185884, 0.380100, 0.238348], [0.308409, -1.572721, -0.853932], [0.933501, 1.427588, 1.021858], [-0.279433, 1.191406, -1.763399], [2.284797, -0.052385, -0.002452], [0.522770, 1.803711, -2.316418], [1.277111, -1.538764, -0.938513], [1.766417, 1.804547, 1.348254], [-1.626678, 1.078428, -0.197134], [-1.765136, -0.233400, -1.436712], [-1.631567, -1.534728, 0.993985], [-0.044106, -1.602887, 1.765063], [-1.011574, -0.116095, 1.857102]],
  "forces_ev_per_a": [[0.297, 0.803, 0.222], [0.071, -0.598, 0.243], [0.241, 0.083, -0.206], [-0.075, -1.789, 1.043], [-0.014, 0.076, -0.115], [-0.173, 0.289, -0.098], [0.647, 0.882, -0.755], [-0.227, 0.504, -0.226], [-0.391, -0.150, -0.076], [-0.136, 0.078, 0.051], [0.003, -0.060, -0.260], [-0.091, -0.124, -0.093], [-0.101, 0.060, 0.214], [-0.046, -0.061, -0.050], [0.017, -0.033, 0.046], [-0.023, 0.040, 0.061]],
  "lowdin_charge": [-0.4904, -0.0862, 0.0021, -0.4812, 0.0214, 0.1379, -0.2253, 0.1288, 0.1874, 0.1052, 0.1472, 0.1352, 0.1380, 0.0945, 0.0981, 0.0872],
  "total_charge": 0,
  "orbital_gap_ha": 0.4207,
  "smiles": "C[C@@](O)(CC#N)C(=O)O",
  "multiplicity": 1,
  "homo_ev": -10.940
}